Record 1
Entry from the Open Molecules 2025 dataset: a structure of composition C56H43B3O35 (ωB97M-V/def2-TZVPD).

Largest force on an atom in eV/Å: 1.235
Total charge: 0

Positions of all 137 atoms, in Å:
C: 4.219 -1.590 2.276
C: 3.795 -0.246 1.733
C: 4.567 0.474 0.814
C: 4.126 1.686 0.343
C: 2.917 2.241 0.769
C: 2.152 1.527 1.682
C: 0.799 2.042 2.142
B: -0.247 1.030 1.526
O: -1.321 0.537 2.265
B: -1.555 -0.753 1.834
O: -1.866 -0.931 0.494
B: -1.090 -0.136 -0.328
O: -0.048 0.595 0.220
C: 2.585 0.300 2.158
H: 4.448 -2.276 1.466
H: 3.429 -2.021 2.880
H: 5.106 -1.442 2.888
H: 5.497 0.065 0.442
H: 4.706 2.241 -0.383
H: 2.553 3.183 0.382
H: 0.769 2.042 3.227
H: 0.629 3.050 1.767
H: -1.433 -1.710 2.524
H: -1.277 -0.066 -1.495
H: 1.962 -0.258 2.845
C: 0.104 3.624 -2.374
C: -0.479 3.899 -3.548
C: -0.394 5.265 -4.174
O: -0.932 5.438 -5.249
C: 0.327 6.305 -3.453
C: 0.901 6.026 -2.276
C: 0.834 4.657 -1.670
O: 1.390 4.466 -0.602
O: 1.564 6.937 -1.570
O: -1.165 2.992 -4.227
H: 0.050 2.646 -1.913
H: 0.374 7.286 -3.903
H: 1.878 6.477 -0.769
H: -1.483 3.429 -5.040
C: -1.055 0.007 -6.097
C: -1.224 -1.306 -6.280
C: -1.296 -1.912 -7.651
O: -1.434 -3.117 -7.737
C: -1.195 -1.026 -8.803
C: -1.026 0.290 -8.621
C: -0.935 0.889 -7.248
O: -0.766 2.088 -7.145
O: -0.929 1.151 -9.630
O: -1.336 -2.165 -5.263
H: -1.001 0.455 -5.114
H: -1.262 -1.472 -9.785
H: -0.811 2.031 -9.226
H: -1.438 -3.047 -5.674
C: -6.151 -2.698 -3.540
C: -4.824 -2.744 -3.713
C: -3.899 -3.157 -2.599
O: -2.706 -3.203 -2.827
C: -4.481 -3.486 -1.308
C: -5.810 -3.440 -1.133
C: -6.736 -3.048 -2.254
O: -7.933 -3.035 -2.040
O: -6.381 -3.739 0.028
O: -4.249 -2.434 -4.872
H: -6.826 -2.404 -4.331
H: -3.804 -3.768 -0.514
H: -7.347 -3.649 -0.098
H: -3.279 -2.521 -4.760
C: -6.700 0.528 -0.223
C: -5.392 0.534 -0.517
C: -4.851 1.299 -1.694
O: -3.650 1.277 -1.888
C: -5.789 2.019 -2.539
C: -7.096 2.008 -2.246
C: -7.635 1.268 -1.053
O: -8.831 1.321 -0.842
O: -8.004 2.644 -2.977
O: -4.489 -0.126 0.198
H: -7.100 -0.014 0.622
H: -5.391 2.551 -3.391
H: -8.863 2.475 -2.546
H: -3.626 0.040 -0.220
C: -9.990 -8.546 -0.723
C: -9.644 -7.280 -0.988
C: -9.078 -6.378 0.071
O: -8.771 -5.247 -0.258
C: -8.932 -6.898 1.419
C: -9.281 -8.164 1.685
C: -9.824 -9.077 0.620
O: -10.102 -10.218 0.935
O: -9.174 -8.700 2.894
O: -9.771 -6.732 -2.191
H: -10.396 -9.205 -1.477
H: -8.538 -6.233 2.175
H: -9.490 -9.620 2.809
H: -9.450 -5.813 -2.110
C: 3.585 -1.443 7.062
C: 4.239 -0.620 7.889
C: 3.950 0.853 7.936
O: 4.575 1.533 8.729
C: 2.947 1.388 7.030
C: 2.296 0.565 6.199
C: 2.567 -0.912 6.172
O: 1.923 -1.597 5.398
O: 1.374 0.982 5.341
O: 5.186 -1.036 8.728
H: 3.787 -2.503 7.020
H: 2.760 2.452 7.058
H: 1.061 0.189 4.868
H: 5.483 -0.238 9.207
C: 8.467 -1.843 5.470
C: 9.800 -1.740 5.550
C: 10.543 -2.036 6.822
O: 11.756 -1.939 6.812
C: 9.775 -2.417 7.996
C: 8.441 -2.516 7.918
C: 7.702 -2.248 6.637
O: 6.494 -2.381 6.642
O: 7.681 -2.850 8.954
O: 10.558 -1.375 4.521
H: 7.923 -1.636 4.559
H: 10.318 -2.610 8.911
H: 6.758 -2.835 8.631
H: 11.478 -1.385 4.848
C: 5.143 7.440 -2.345
C: 6.365 7.959 -2.161
C: 7.605 7.113 -2.240
O: 8.680 7.658 -2.080
C: 7.453 5.689 -2.499
C: 6.231 5.171 -2.680
C: 4.995 6.023 -2.626
O: 3.921 5.485 -2.816
O: 6.024 3.880 -2.918
O: 6.569 9.244 -1.900
H: 4.243 8.038 -2.293
H: 8.350 5.087 -2.537
H: 5.058 3.775 -3.011
H: 7.536 9.352 -1.815

Record 2
Entry from the Open Molecules 2025 dataset: a cluster of 10 separate species, C45H105N5O20 in total (ωB97M-V/def2-TZVPD).

Largest force on an atom in eV/Å: 5.305
Energy relative to the best compared isomer or geometry (same formula, charge and spin) in kcal per mole: 207.10
Total charge: 0

Positions of all 175 atoms, in Å:
C: 1.558 -4.865 0.864
O: 0.398 -5.628 1.228
C: 0.739 -6.999 1.651
C: 1.873 -7.037 2.732
O: 3.199 -7.241 2.333
C: 4.103 -6.845 3.317
C: 5.554 -7.369 2.982
O: 5.779 -8.798 3.065
C: 5.310 -9.561 1.953
H: 2.082 -4.497 1.746
H: 1.169 -4.070 0.229
H: 2.308 -5.498 0.389
H: 1.027 -7.745 0.910
H: -0.175 -7.348 2.132
H: 1.726 -7.856 3.435
H: 1.798 -6.036 3.158
H: 3.997 -7.348 4.278
H: 4.332 -5.782 3.395
H: 6.206 -6.879 3.705
H: 5.712 -6.967 1.982
H: 4.963 -8.908 1.153
H: 4.373 -10.099 2.094
H: 6.040 -10.247 1.523
C: 2.325 3.962 -2.180
O: 1.864 5.210 -1.704
C: 2.842 6.057 -1.176
C: 2.489 7.508 -1.342
O: 3.288 8.495 -0.649
C: 2.857 9.871 -0.945
C: 4.053 10.749 -0.654
O: 4.798 10.678 -1.890
C: 5.814 11.746 -1.925
H: 1.578 3.172 -2.257
H: 3.038 3.488 -1.505
H: 2.797 4.230 -3.126
H: 3.823 5.918 -1.630
H: 2.950 5.874 -0.107
H: 1.466 7.748 -1.052
H: 2.434 7.899 -2.357
H: 2.015 10.088 -0.287
H: 2.592 9.919 -2.001
H: 4.619 10.432 0.222
H: 3.761 11.761 -0.374
H: 6.561 11.642 -1.137
H: 5.335 12.712 -1.764
H: 6.210 11.827 -2.937
C: 6.705 -1.542 5.051
O: 6.791 -1.322 3.600
C: 7.471 -2.360 2.845
C: 7.546 -1.925 1.318
O: 6.299 -2.073 0.510
C: 5.302 -1.138 0.827
C: 4.044 -1.423 -0.055
O: 4.307 -0.951 -1.418
C: 3.149 -0.941 -2.226
H: 6.216 -0.663 5.470
H: 7.626 -1.806 5.572
H: 5.997 -2.364 5.151
H: 7.075 -3.346 3.090
H: 8.493 -2.293 3.216
H: 8.364 -2.412 0.786
H: 7.712 -0.853 1.214
H: 5.509 -0.088 0.619
H: 5.114 -1.145 1.900
H: 3.245 -0.857 0.423
H: 3.781 -2.480 -0.006
H: 3.274 -0.307 -3.104
H: 2.181 -0.692 -1.792
H: 3.116 -1.983 -2.545
C: -4.672 0.624 2.078
O: -3.629 0.214 2.844
C: -3.519 -1.072 3.280
C: -3.137 -1.115 4.825
O: -2.608 -2.489 5.186
C: -2.649 -2.744 6.574
C: -3.895 -2.382 7.448
O: -3.966 -2.794 8.805
C: -4.251 -4.147 8.961
H: -4.624 1.702 1.926
H: -5.598 0.447 2.625
H: -4.565 0.010 1.184
H: -2.786 -1.543 2.625
H: -4.410 -1.691 3.172
H: -4.059 -0.771 5.294
H: -2.388 -0.343 5.000
H: -1.714 -2.213 6.752
H: -2.415 -3.805 6.657
H: -4.820 -2.542 6.895
H: -3.784 -1.305 7.568
H: -3.335 -4.734 9.040
H: -4.792 -4.663 8.167
H: -4.852 -4.198 9.869
C: -3.936 3.785 -1.076
O: -4.983 4.578 -1.464
C: -4.939 5.025 -2.802
C: -6.139 5.941 -3.182
O: -7.037 5.523 -4.197
C: -6.463 5.546 -5.523
C: -7.299 4.543 -6.424
O: -6.685 4.122 -7.601
C: -6.308 5.152 -8.540
H: -3.020 4.366 -0.977
H: -3.588 3.027 -1.778
H: -4.039 3.604 -0.006
H: -4.728 4.177 -3.453
H: -4.139 5.764 -2.836
H: -5.959 6.941 -3.576
H: -6.875 6.009 -2.381
H: -5.412 5.258 -5.478
H: -6.491 6.547 -5.954
H: -8.339 4.823 -6.591
H: -7.357 3.533 -6.018
H: -7.169 5.763 -8.812
H: -5.992 4.640 -9.449
H: -5.510 5.832 -8.245
C: -2.537 0.660 -7.411
O: -1.319 0.511 -7.575
N: -3.151 1.431 -6.426
C: -4.600 1.533 -6.383
C: -2.437 1.973 -5.290
H: -3.233 0.221 -8.143
H: -5.196 1.051 -7.158
H: -4.818 2.586 -6.201
H: -4.855 1.073 -5.428
H: -1.509 2.523 -5.446
H: -3.061 2.834 -5.049
H: -2.410 1.290 -4.441
C: -2.282 -4.691 -0.343
O: -2.050 -4.173 -1.507
N: -3.087 -3.961 0.548
C: -3.937 -2.911 0.060
C: -3.396 -4.485 1.856
H: -1.870 -5.661 -0.025
H: -4.246 -2.100 0.718
H: -4.837 -3.527 0.067
H: -3.644 -2.528 -0.918
H: -3.501 -3.526 2.365
H: -4.306 -5.083 1.813
H: -2.658 -5.148 2.307
C: -1.256 0.261 -1.117
O: -1.440 1.213 -1.838
N: -0.443 0.267 -0.024
C: -0.324 -0.906 0.877
C: 0.210 1.538 0.445
H: -1.740 -0.709 -1.310
H: 0.685 -0.765 1.266
H: -0.397 -1.796 0.252
H: -1.050 -0.934 1.689
H: 1.039 1.152 1.039
H: 0.414 2.294 -0.314
H: -0.405 2.121 1.130
C: 0.073 -3.165 -4.105
O: 1.300 -3.505 -4.278
N: -0.513 -1.940 -4.313
C: -1.932 -1.585 -4.218
C: 0.280 -0.887 -4.771
H: -0.576 -3.895 -3.596
H: -2.541 -2.328 -3.702
H: -2.318 -1.522 -5.236
H: -1.865 -0.605 -3.744
H: 1.085 -1.411 -5.286
H: -0.115 -0.263 -5.573
H: 0.772 -0.214 -4.069
C: 2.966 -0.364 3.504
O: 2.497 0.768 3.364
N: 2.226 -1.432 3.973
C: 2.903 -2.635 4.398
C: 0.805 -1.240 4.500
H: 3.943 -0.673 3.100
H: 3.872 -2.749 3.913
H: 2.477 -3.612 4.169
H: 3.033 -2.303 5.428
H: 0.490 -0.198 4.536
H: -0.063 -1.702 4.030
H: 0.830 -1.512 5.555

no.,E_HOMO (eV),frontier orbital gap (eV)
1,-8.693,7.035
2,-8.549,8.845